Record 1
A structure of composition C18H56N16O22Zn2 in a non-equilibrium geometry. Source: the OMol25 dataset; level of theory: ωB97M-V/def2-TZVPD.

Results
- E_tot: -185296.968 eV
- Orbital gap: 7.74 eV

Atoms and positions in Å:
Zn1 -1.0212 -0.2215 -0.2001
Zn2 1.8506 1.0188 0.2438
C1 0.6578 0.6290 -1.8865
O1 0.8459 -0.3178 -1.1855
O2 1.3878 1.6133 -1.6494
O3 -0.5545 0.7961 -1.7283
C2 0.2130 0.2162 2.0269
O4 1.4375 0.1593 2.0007
O5 -0.5650 -0.7507 1.8207
O6 -0.0104 1.0649 1.1372
C3 -3.9505 1.3943 -3.4113
O7 -4.0545 0.2118 -3.1863
N1 -4.7429 2.1041 -4.1874
N2 -3.0225 2.0918 -2.8512
H1 -4.6160 3.1061 -4.1918
H2 -5.5589 1.6391 -4.5589
H3 -2.3346 1.5662 -2.3310
H4 -3.0827 3.0998 -2.8700
C4 -4.0024 -0.0511 0.3829
O8 -2.9034 0.3883 0.1025
N3 -5.0153 -0.0654 -0.3781
N4 -4.2824 -0.7781 1.4224
H5 -4.9502 0.4427 -1.2486
H6 -5.9461 -0.3944 -0.1648
H7 -4.9707 -1.5084 1.3082
H8 -3.5036 -0.8626 2.0599
C5 4.6939 -0.1358 -0.4827
O9 3.7984 0.4334 0.1081
N5 4.8347 -0.4404 -1.7763
N6 5.7324 -0.5826 0.1378
H9 5.6980 -0.7702 -2.1839
H10 4.0835 -0.4692 -2.4509
H11 6.5467 -0.5546 -0.4592
H12 5.8272 -0.3068 1.1048
C6 -2.2314 -2.7340 -1.7925
O10 -1.7906 -1.9826 -0.9343
N7 -1.8799 -3.9725 -1.9099
N8 -3.2036 -2.4018 -2.6665
H13 -0.9358 -4.1632 -1.6062
H14 -2.2604 -4.2113 -2.8145
H15 -3.5593 -3.0728 -3.3323
H16 -3.6799 -1.5217 -2.5295
C7 -0.0616 0.3492 6.4054
O11 -0.7624 -0.6707 6.6473
N9 0.7429 0.9218 7.2034
N10 -0.1849 0.8898 5.2644
H17 1.3617 1.6939 7.0012
H18 0.7188 0.5045 8.1229
H19 0.4934 1.5306 4.8779
H20 -0.6450 0.3440 4.5499
C8 3.5930 3.2411 1.5337
O12 2.7353 2.7926 0.8706
N11 4.0816 2.6286 2.5062
N12 4.0531 4.4369 1.4886
H21 3.6415 1.7572 2.7655
H22 5.0152 2.8317 2.8338
H23 4.6939 4.6363 2.2434
H24 3.8647 5.0742 0.7280
C9 0.5509 5.0125 -1.3460
O13 0.1094 6.1452 -1.4331
N13 -0.2151 3.9819 -1.2297
N14 1.7228 4.7597 -1.6616
H25 -1.2021 4.1146 -1.3981
H26 0.1635 3.0562 -1.3705
H27 2.0179 3.7940 -1.6791
H28 2.3545 5.5075 -1.9104
C10 2.6827 -1.7266 4.7120
O14 3.0965 -2.1219 5.7394
N15 1.4935 -1.9496 4.2485
N16 3.3550 -1.1641 3.7937
H29 1.2508 -1.7399 3.2908
H30 0.8367 -2.2363 4.9602
H31 4.3584 -1.0494 3.7778
H32 2.7817 -0.7411 3.0778
C11 2.0129 -3.3067 -2.4451
C12 3.3869 -3.7134 -2.9412
O15 4.2876 -3.9304 -1.8692
O16 1.1806 -4.4096 -2.0778
H33 1.4660 -2.8230 -3.2544
H34 2.0236 -2.6326 -1.5886
H35 3.7422 -2.9370 -3.6187
H36 3.0872 -4.4929 -3.6416
H37 5.0757 -3.5152 -2.2273
H38 1.4653 -4.6521 -1.1936
C13 -2.7491 2.8409 2.4413
C14 -3.3749 3.8984 3.3452
O17 -3.1608 5.1669 2.8986
O18 -1.3356 3.0379 2.5137
H39 -3.1481 2.7906 1.4282
H40 -2.9104 1.8249 2.8015
H41 -3.1740 3.7413 4.4049
H42 -4.4350 3.7145 3.1705
H43 -2.2606 5.4553 3.0661
H44 -0.9343 2.4465 1.8728
C15 -0.9056 -4.5009 1.7913
C16 -2.2510 -5.0200 1.6672
O19 -3.2203 -4.1405 1.0996
O20 -0.8606 -3.4077 2.6734
H45 -0.6838 -4.2449 0.7553
H46 -0.3593 -5.4118 2.0359
H47 -2.5598 -5.5129 2.5890
H48 -2.1499 -5.8013 0.9140
H49 -3.2315 -3.3291 1.6126
H50 -0.9089 -2.5048 2.3508
C17 -0.5235 0.6993 -6.0652
C18 -0.1950 -0.6265 -5.4322
O21 1.2142 -0.8878 -5.4134
O22 -0.5402 0.5292 -7.4398
H51 0.1068 1.5481 -5.7997
H52 -1.5612 0.9735 -5.8753
H53 -0.6716 -1.4863 -5.9030
H54 -0.6333 -0.6806 -4.4357
H55 1.6647 -1.1798 -6.2092
H56 0.3480 0.1706 -7.5033

=====

Record 2
A cluster of 11 separate species, C18H56NO13 in total in a non-equilibrium geometry. Source: the OMol25 dataset; level of theory: ωB97M-V/def2-TZVPD.

Results
- Charge: -1
- ΔE to the lowest compared entry with this formula, charge and spin: 102.6 kJ/mol
- E_tot: -47681.575 eV
- Orbital gap: 9.82 eV

Atoms and positions in Å:
N1 0.0453 0.0004 0.7916
O1 0.6408 0.1630 1.8748
O2 0.7461 -0.1060 -0.2435
O3 -1.1840 -0.1908 0.7061
C1 3.6879 0.9773 4.0673
C2 3.9552 -0.3347 4.7537
C3 3.3269 -1.4600 3.9489
O4 5.3588 -0.6563 4.8050
H1 3.8807 1.8440 4.7077
H2 2.6423 1.0263 3.7583
H3 4.2897 1.1743 3.1771
H4 3.5036 -0.2951 5.7502
H5 2.2522 -1.3137 3.8381
H6 3.5562 -2.4082 4.4364
H7 3.7351 -1.4853 2.9366
H8 5.7249 -0.1260 5.5216
C4 2.7587 1.9086 -2.8584
C5 2.5481 0.5947 -3.6037
C6 3.6849 0.3111 -4.5598
O5 2.4761 -0.4650 -2.6525
H9 3.6764 1.8226 -2.2729
H10 1.9503 2.2438 -2.2101
H11 2.9771 2.7232 -3.5579
H12 1.6348 0.4957 -4.2034
H13 3.4883 -0.6454 -5.0518
H14 4.6940 0.3245 -4.1461
H15 3.7285 1.0087 -5.4015
H16 1.7234 -0.4184 -2.0518
C7 -1.5896 5.2983 -0.9776
C8 -0.3695 4.4057 -0.7857
C9 -0.5989 3.4882 0.4289
O6 -0.2285 3.6216 -1.9678
H17 -1.6723 5.8416 -1.9212
H18 -1.8256 5.9086 -0.1027
H19 -2.4574 4.6283 -1.0224
H20 0.5419 4.9719 -0.5686
H21 -0.0990 2.5308 0.2926
H22 -1.6605 3.3104 0.6089
H23 -0.2349 3.9819 1.3296
H24 -0.1071 4.2173 -2.7130
C10 -1.0391 -3.7751 2.7194
C11 -0.6451 -4.4797 1.4064
C12 -1.7642 -4.5504 0.3929
O7 0.5103 -3.7713 0.9220
H25 -0.2329 -3.1999 3.1701
H26 -1.4293 -4.4403 3.4939
H27 -1.7985 -3.0189 2.4880
H28 -0.1690 -5.4521 1.5660
H29 -2.5878 -5.1084 0.8524
H30 -1.4754 -5.0972 -0.5025
H31 -2.1663 -3.5640 0.1557
H32 0.3086 -2.8337 0.7998
C13 -5.2396 2.3117 1.4261
C14 -4.3358 1.4809 0.5241
C15 -4.8598 0.0564 0.3955
O8 -4.1386 2.0989 -0.7242
H33 -6.1494 2.6008 0.8878
H34 -4.6921 3.2492 1.5589
H35 -5.4925 1.8038 2.3499
H36 -3.3685 1.5390 1.0404
H37 -4.1270 -0.5319 -0.1667
H38 -5.8332 0.0703 -0.0942
H39 -4.8976 -0.4848 1.3435
H40 -3.3960 1.6821 -1.1794
C16 -0.6173 -3.6639 -4.9451
C17 -0.0725 -2.5819 -4.0254
C18 -0.1368 -2.9482 -2.5154
O9 1.3304 -2.4595 -4.3197
H41 -0.4127 -3.2747 -5.9497
H42 -1.6724 -3.8967 -4.8339
H43 0.0243 -4.5473 -4.9279
H44 -0.6359 -1.6471 -4.1472
H45 -1.1898 -2.8177 -2.2318
H46 0.4011 -2.2120 -1.9280
H47 0.2084 -3.9649 -2.3520
H48 1.6116 -1.7496 -3.7060
O10 -1.5981 0.9425 -2.0792
H49 -0.9986 0.4182 -1.5227
H50 -1.1192 1.7668 -2.2393
O11 -2.3845 0.3070 3.4066
H51 -2.8783 -0.5178 3.4131
H52 -1.8546 0.2671 2.5876
O12 0.0011 1.9765 3.8000
H53 -0.8540 1.7487 4.1825
H54 0.2048 1.2402 3.1924
O13 3.8228 0.7458 0.2825
H55 2.9322 0.6008 -0.0672
H56 3.7062 0.7646 1.2396